Here is C6H7BrO2S as an isolated structure at a distorted geometry from the Open Molecules 2025 dataset. Energies are from ωB97M-V/def2-TZVPD.

Last column: natural (NBO) charge in e.
Geometry (Å):
O 1.161 -0.187 -0.057  -0.457
H -0.392 0.260 -2.364  0.247
C -0.833 0.292 -1.313  -0.223
C 0.984 2.035 0.943  -0.774
H 1.665 2.689 1.395  0.239
O -2.782 -0.559 0.803  -0.932
C -1.375 1.221 -0.514  -0.324
H -0.607 -2.586 0.717  0.234
C 1.622 0.870 0.432  0.316
H 0.201 1.808 1.560  0.208
Br -2.402 2.767 -0.722  0.142
H -1.383 -2.597 -0.781  0.249
H 0.486 2.565 0.013  0.259
S -1.520 0.148 0.970  1.259
C -0.463 -2.150 -0.300  -0.667
C -0.327 -0.579 -0.206  -0.017
H 0.274 -2.644 -0.906  0.241

Forces on atoms 1 to 6 (eV/Å):
O -1.7595 -1.7604 0.2192
H -1.1906 0.2161 1.3714
C 1.7378 0.7173 -0.6430
C -1.6528 1.2185 -3.2366
H 0.9677 0.8139 0.5613
O -0.7844 -0.6791 0.2240

* DFT total energy: -91301.2418 eV
* energy above the lowest of the compared OMol25 structures with the same formula, charge and spin: 549.1 kJ/mol
* E_LUMO: 0.1 eV
* strongest force on any atom: 3.925 eV/A